No. 1
{
  "formula": "C8H12Cl3F3O3P",
  "method": "wB97M-V/def2-TZVPD",
  "elements": ["Cl", "Cl", "Cl", "P", "F", "F", "F", "O", "O", "O", "C", "C", "C", "C", "C", "C", "C", "C", "H", "H", "H", "H", "H", "H", "H", "H", "H", "H", "H", "H"],
  "positions_angstrom": [[-2.2019, -3.6489, -0.4024], [-2.6922, -2.8589, 2.3571], [-4.8685, -2.8341, 0.4270], [0.8081, -0.0381, 0.1016], [2.5100, 3.0240, 0.6644], [-0.7592, 2.8651, 0.5858], [3.5994, -1.2346, -2.8697], [1.7459, 2.5578, 2.8279], [3.5311, 0.4503, -1.3313], [-0.4905, -0.8789, 0.7999], [-2.3466, 1.4977, -0.7083], [0.3244, 1.2991, -1.1342], [2.0547, 2.1141, 1.6891], [1.9624, 0.5289, 1.4870], [-0.9152, 2.2202, -0.6960], [1.7957, -1.3517, -0.8928], [3.0272, -0.6541, -1.6936], [-3.3761, -3.6419, 0.9233], [-0.4185, -0.8574, 1.7869], [1.6395, -0.0259, 2.4427], [3.0330, 0.1435, 1.2450], [-2.7402, 1.2550, -1.7722], [2.3112, -2.0654, -0.1333], [1.2530, 1.9916, -1.2511], [-0.9765, 3.0746, -1.4804], [-3.6125, -4.6742, 1.1769], [1.1459, -1.9188, -1.6448], [0.1921, 0.8124, -2.1806], [-2.4329, 0.5753, -0.0372], [-3.1030, 2.2733, -0.2867]],
  "forces_ev_per_angstrom": [[0.0, -0.1, 0.0], [0.0, -0.1, 0.0], [0.2, -0.1, 0.1], [-0.1, -1.2, -0.2], [-1.2, -3.1, 2.2], [0.5, -1.5, -1.7], [-2.2, 0.7, 3.2], [1.7, -2.0, -6.2], [-2.8, -5.5, -1.4], [2.8, 1.9, -0.7], [-0.7, 0.7, 0.3], [0.4, 0.9, 0.2], [-1.3, 2.6, 5.0], [1.1, 0.1, -0.8], [-1.7, 0.3, -1.2], [1.4, -0.3, -0.7], [2.6, 4.4, 0.2], [-0.2, 0.1, -0.1], [-0.3, -0.1, -0.9], [0.4, 1.4, -1.2], [-1.8, 0.7, 0.1], [1.1, 0.3, 1.7], [-1.1, 1.0, -1.3], [-1.3, -1.4, 0.5], [0.3, -1.4, 1.4], [0.1, 0.2, 0.0], [0.8, 0.7, 1.3], [-0.2, 0.7, 1.9], [0.4, 1.3, -1.0], [1.4, -1.3, -0.7]],
  "lowdin_charge": [0.51, 0.53, 0.54, 1.04, 0.04, -0.05, 0.05, 0.12, 0.07, -0.23, -0.06, -0.18, -0.31, -0.12, -0.34, -0.12, -0.31, -1.52, 0.09, 0.13, 0.13, 0.11, 0.14, 0.12, 0.17, 0.02, 0.12, 0.14, 0.07, 0.11],
  "total_charge": 1,
  "total_energy_ev": -69632.8741,
  "fmax_ev_per_a": 6.71
}



No. 2
{
  "formula": "C14H26N5Sm",
  "method": "wB97M-V/def2-TZVPD",
  "elements": ["Sm", "N", "N", "N", "N", "N", "C", "C", "C", "C", "C", "C", "C", "C", "C", "C", "C", "C", "C", "C", "H", "H", "H", "H", "H", "H", "H", "H", "H", "H", "H", "H", "H", "H", "H", "H", "H", "H", "H", "H", "H", "H", "H", "H", "H", "H"],
  "positions_angstrom": [[0.3075, 0.3070, 0.1165], [4.5967, 0.6254, 1.9967], [2.5966, 0.5551, 0.9653], [3.7933, -0.3727, 2.4631], [2.5600, -0.3805, 1.9667], [4.1201, -0.8468, 3.7299], [0.0363, 2.0967, -2.4838], [-2.1886, -0.2609, -2.3299], [-0.4099, -3.0126, -0.0314], [-0.7267, 2.3531, -0.0015], [-1.6849, 0.5960, -1.2131], [-2.1129, 0.4861, 0.1552], [0.1921, 3.4488, 0.4209], [0.1043, -3.5194, -2.3810], [-0.8177, 1.7521, -1.3135], [0.3834, -2.5326, -1.2588], [3.8257, 1.1211, 1.0236], [-3.1960, -0.4121, 0.6516], [-1.5298, 1.5608, 0.9059], [-1.7508, 1.8223, 2.3601], [0.0105, 1.2953, -3.2344], [-3.1908, 0.0720, -2.6458], [1.1145, 3.4514, -0.1777], [0.3035, -4.5315, -2.0228], [0.0541, -1.5201, -1.6205], [0.1282, -3.8003, 0.5256], [-2.2747, -1.3162, -2.0286], [-0.6214, -2.2569, 0.7350], [-0.2848, 4.4369, 0.3236], [-3.1886, -1.3856, 0.1443], [-2.5127, 2.6049, 2.4962], [3.7446, -1.7841, 3.8547], [1.4616, -2.4532, -1.0625], [-1.5251, -0.2115, -3.2023], [-1.3837, -3.4102, -0.3514], [0.6670, -3.3514, -3.2956], [1.0899, 2.2315, -2.1768], [-3.1061, -0.5895, 1.7314], [-4.1745, 0.0630, 0.4639], [4.1704, 1.8966, 0.3548], [-0.8313, 2.1554, 2.8610], [5.1289, -0.7811, 3.8299], [-0.9639, -3.4715, -2.6251], [-2.1027, 0.9160, 2.8660], [0.4891, 3.3219, 1.4734], [-0.3004, 3.0312, -2.9588]],
  "forces_ev_per_angstrom": [[4.5, -4.0, 1.1], [-1.9, -1.4, -1.1], [1.4, -0.6, 1.4], [-0.6, 2.4, 0.7], [1.9, 0.6, -0.7], [-0.6, -0.4, -0.7], [0.2, -0.1, -0.2], [0.1, -0.3, -0.3], [0.2, 0.0, 0.2], [-2.0, 0.0, -0.3], [-0.9, 1.4, 0.5], [-0.7, 1.3, -0.8], [0.4, 0.1, 0.2], [-0.3, -0.1, -0.3], [-1.5, 0.1, 0.7], [0.0, 0.3, 0.2], [0.2, -0.2, 0.5], [-0.1, -0.4, 0.2], [-0.8, 0.9, -1.3], [0.2, -0.1, 0.3], [0.0, 0.3, 0.1], [0.3, -0.1, 0.1], [-0.2, 0.2, 0.0], [0.1, 0.1, -0.1], [-0.1, -0.3, 0.1], [-0.2, 0.2, -0.5], [0.0, 0.3, -0.1], [-0.1, 0.3, 0.1], [0.2, -0.3, 0.0], [-0.1, 0.2, 0.1], [0.3, -0.2, 0.0], [0.2, 0.1, 0.0], [-0.1, -0.1, 0.1], [-0.2, -0.1, 0.1], [0.3, 0.1, 0.2], [0.1, 0.1, 0.1], [-0.1, 0.1, -0.2], [-0.1, 0.0, -0.3], [0.3, -0.2, 0.1], [-0.1, 0.0, 0.1], [-0.2, 0.0, 0.0], [0.0, -0.1, 0.0], [0.2, -0.1, -0.1], [0.0, 0.3, 0.0], [-0.1, 0.2, -0.2], [0.3, -0.3, 0.1]],
  "lowdin_charge": [1.84, 0.18, -0.17, -0.22, 0.05, 0.17, 0.00, -0.01, -0.10, -0.36, -0.32, -0.33, -0.01, -0.09, -0.34, -0.35, -0.15, 0.00, -0.34, 0.00, 0.09, 0.12, 0.09, 0.10, 0.05, 0.11, 0.08, 0.04, 0.12, 0.08, 0.12, 0.12, 0.11, 0.09, 0.10, 0.09, 0.09, 0.09, 0.12, 0.13, 0.09, 0.13, 0.09, 0.09, 0.09, 0.13],
  "total_charge": 2,
  "relative_energy_kj_mol": 0.00,
  "spin_multiplicity": 6,
  "s_squared": 8.784,
  "fmax_ev_per_a": 6.13
}



No. 3
{
  "formula": "C8H13N3",
  "method": "wB97M-V/def2-TZVPD",
  "elements": ["N", "N", "N", "C", "C", "C", "C", "C", "C", "C", "C", "H", "H", "H", "H", "H", "H", "H", "H", "H", "H", "H", "H", "H"],
  "positions_angstrom": [[0.9372, -1.1128, 0.0561], [3.7041, -0.3286, -1.9395], [-1.9394, 1.3341, 0.6331], [-2.8081, 2.4545, 0.7333], [2.7182, -0.3159, -1.3476], [2.1011, -1.8962, 0.7157], [-2.3364, 0.1665, 0.5707], [-1.5497, -1.0909, 0.5642], [0.7039, 0.7946, -1.4924], [1.3930, -0.3245, -0.9899], [-0.2788, -1.4788, 0.4923], [1.8015, -2.4896, 1.6021], [2.6713, -2.3931, -0.0959], [4.7937, -0.1735, -2.1470], [-0.1309, -2.5363, 0.6379], [-2.3546, -1.8897, 0.8177], [-3.8321, 2.3580, 0.4821], [-2.6499, 2.9797, 1.6109], [2.7711, -1.1897, 1.2491], [-0.1890, 1.1884, -1.1409], [1.0687, 1.1922, -2.3363], [-0.8855, 1.6539, 0.5704], [-3.3992, -0.0683, 0.8087], [-2.3103, 3.1662, -0.0550]],
  "forces_ev_per_angstrom": [[3.9, -0.1, 0.6], [3.4, 0.6, 0.3], [3.2, 3.2, 0.0], [2.0, 3.1, -3.3], [1.8, -0.7, -2.0], [0.1, 1.1, 0.2], [0.0, -5.2, 0.8], [-3.6, 0.4, 0.4], [1.7, -4.0, 2.1], [-4.6, 3.5, 1.6], [-0.3, -1.9, -0.9], [-0.4, -0.3, -1.2], [-0.5, -0.3, 0.8], [-3.3, -0.4, 0.4], [-0.7, -0.4, 1.0], [2.2, 1.0, -0.4], [-0.8, -0.8, -0.1], [0.1, 0.7, 2.1], [-0.3, 0.1, -0.7], [-1.5, 0.1, 0.5], [1.4, 1.8, -2.9], [-2.7, -1.4, 0.4], [0.6, 0.8, -0.7], [-1.5, -0.8, 1.2]],
  "lowdin_charge": [-0.08, 0.40, 0.00, -0.01, 0.00, 0.03, -0.05, 0.01, 0.25, -0.21, -0.09, 0.12, 0.11, 0.27, 0.14, 0.16, 0.11, 0.09, 0.11, 0.04, 0.06, 0.22, 0.18, 0.15],
  "total_charge": 2,
  "relative_energy_kj_mol": 242.68,
  "fmax_ev_per_a": 6.00
}